Record 1
DFT (ωB97M-V with the def2-TZVPD basis set) results for 11 unconnected molecules or ions with the total composition C25H52Cl20NO4PSi in a non-equilibrium geometry.

Each line ends with the Mulliken charge.
Geometry (Å):
C  0.949  0.177  4.203  -0.472
O  1.149  -1.117  3.685  -0.513
C  0.385  -1.367  2.515  0.370
C  1.281  -1.904  1.406  -1.036
C  0.903  -1.390  0.022  -0.375
C  -0.539  -1.692  -0.328  0.865
C  -0.954  -1.292  -1.743  -0.612
C  -0.720  0.150  -2.173  -1.244
C  -1.723  1.153  -1.594  -0.555
C  -1.509  1.592  -0.131  1.675
Si  -0.921  3.371  0.128  0.353
N  -0.899  4.316  -1.338  -0.610
C  0.760  3.370  1.017  0.522
C  1.925  3.371  0.112  -0.112
O  2.290  2.445  -0.608  -0.571
O  2.651  4.579  0.133  -0.324
C  3.983  4.353  0.466  1.003
C  4.990  4.463  -0.626  -1.176
O  4.287  4.070  1.633  -0.626
P  -2.339  4.264  1.620  -0.469
C  -3.982  3.790  0.870  -0.793
C  -2.140  3.057  3.048  -0.220
H  1.513  0.891  3.602  0.087
H  1.323  0.252  5.209  0.302
H  -0.107  0.431  4.212  0.342
H  -0.144  -0.473  2.195  -0.266
H  -0.350  -2.125  2.775  0.182
H  2.279  -1.550  1.637  0.473
H  1.325  -2.985  1.422  0.251
H  1.126  -0.327  0.001  0.011
H  1.556  -1.843  -0.718  0.466
H  -0.742  -2.749  -0.190  -0.332
H  -1.166  -1.196  0.408  -0.106
H  -2.002  -1.522  -1.899  0.215
H  -0.404  -1.941  -2.420  0.368
H  0.298  0.485  -2.026  0.266
H  -0.868  0.171  -3.249  0.498
H  -1.687  2.028  -2.235  0.536
H  -2.734  0.765  -1.715  0.205
H  -2.446  1.454  0.392  -0.099
H  -0.797  0.937  0.361  -1.254
H  -0.671  5.281  -1.122  0.230
H  -1.811  4.357  -1.777  0.239
H  0.771  2.506  1.664  -0.386
H  0.798  4.262  1.635  0.575
H  4.612  3.984  -1.519  0.330
H  5.228  5.492  -0.840  0.289
H  5.867  3.929  -0.308  0.367
H  -3.852  3.111  0.034  0.290
H  -4.471  4.683  0.516  0.420
H  -4.564  3.272  1.615  0.172
H  -1.269  2.429  2.903  -0.318
H  -3.000  2.407  3.109  0.120
H  -1.976  3.631  3.947  0.449
Cl  -4.835  2.060  5.817  -0.151
C  -5.318  3.758  5.719  -0.376
Cl  -4.997  4.440  4.120  -0.075
H  -6.380  3.829  5.919  0.311
H  -4.759  4.322  6.456  0.309
Cl  -1.824  -4.999  0.623  -0.146
C  -2.313  -5.600  -0.967  -0.144
Cl  -3.155  -4.350  -1.896  -0.147
H  -1.435  -5.904  -1.525  0.055
H  -2.977  -6.442  -0.820  0.391
Cl  0.721  -5.484  -3.879  -0.108
C  -0.839  -5.587  -4.701  0.394
Cl  -1.632  -7.124  -4.336  -0.167
H  -1.469  -4.770  -4.367  0.214
H  -0.674  -5.525  -5.771  -0.332
Cl  4.500  -4.013  -3.219  -0.105
C  5.554  -2.602  -3.133  -0.280
Cl  6.983  -2.803  -4.161  -0.164
H  5.002  -1.732  -3.468  0.271
H  5.877  -2.469  -2.108  0.281
Cl  -4.120  -0.432  1.995  -0.147
C  -4.160  -1.093  0.354  0.861
Cl  -5.078  -0.061  -0.749  -0.169
H  -3.148  -1.171  -0.012  -1.031
H  -4.626  -2.070  0.385  0.430
Cl  -7.470  3.720  -0.674  -0.153
C  -8.212  3.113  0.810  -0.319
Cl  -7.526  3.853  2.267  -0.098
H  -9.271  3.336  0.775  0.337
H  -8.055  2.042  0.862  0.227
Cl  1.786  -7.500  -7.104  -0.068
C  1.194  -6.610  -8.509  -0.316
Cl  0.214  -5.217  -8.029  -0.179
H  2.040  -6.254  -9.083  0.282
H  0.583  -7.272  -9.109  0.275
Cl  6.893  7.169  3.640  -0.172
C  6.964  5.849  2.465  0.138
Cl  7.319  6.439  0.832  -0.172
H  7.749  5.163  2.759  0.293
H  6.008  5.341  2.449  -0.059
Cl  1.696  2.948  5.831  -0.108
C  3.402  2.796  6.279  -0.355
Cl  4.290  1.753  5.165  -0.138
H  3.851  3.782  6.267  0.297
H  3.459  2.368  7.272  0.313
Cl  3.989  -11.115  -3.037  -0.165
C  3.373  -10.196  -4.416  -0.329
Cl  2.397  -8.814  -3.908  -0.082
H  4.214  -9.831  -4.993  0.287
H  2.758  -10.850  -5.021  0.290

Output
* total charge: 0
* M: 1198.8 g mol⁻¹
* calculated total energy: -304064.84896 eV
* E_LUMO: 0.43 eV

---

Record 2
DFT (ωB97M-V with the def2-TZVPD basis set) results for 2 unconnected molecules or ions with the total composition C6H14O in a non-equilibrium geometry.

Each line ends with the Mulliken charge.
Geometry (Å):
C  0.650  -0.871  -2.138  -1.016
C  -0.426  -0.547  -1.288  0.097
C  -0.530  -1.088  -0.025  -0.363
C  -1.356  -0.836  1.247  -0.682
C  -1.671  0.697  1.519  -0.774
C  -0.398  1.549  2.026  -0.990
H  1.176  -1.766  -1.886  0.375
H  1.382  0.031  -2.426  -0.017
H  0.432  -1.068  -3.143  0.388
H  -0.961  0.338  -1.534  0.318
H  0.044  -1.959  0.045  0.263
H  -2.344  -1.287  1.046  0.299
H  -0.845  -1.402  2.081  0.317
H  -2.145  1.150  0.750  0.489
H  -2.369  0.938  2.375  0.329
H  0.178  0.697  2.481  0.255
H  -0.792  2.107  2.819  0.343
H  -0.061  2.108  1.227  0.307
O  3.687  0.651  -1.777  -0.655
H  3.736  -0.298  -1.673  0.334
H  2.614  0.859  -1.729  0.383

Output
* total charge: 0
* M: 102.2 g mol⁻¹
* calculated total energy: -8493.70301 eV
* energy above the lowest of the compared OMol25 structures with the same formula, charge and spin: 73.5 kcal per mole
* E_LUMO: 0.81 eV

---

Record 3
DFT (ωB97M-V with the def2-TZVPD basis set) results for a gas-phase ion, C5H13N2O (charge +1) in a non-equilibrium geometry.

Each line ends with the Mulliken charge.
Geometry (Å):
C  -1.628  1.663  -0.770  -1.204
C  -0.400  1.143  -0.150  -0.407
C  -0.413  -0.249  0.549  -0.065
N  -1.038  -0.221  1.885  -0.196
C  0.917  -0.742  0.802  0.222
O  1.368  -0.598  1.946  -0.664
N  1.870  -1.216  -0.102  -0.153
C  1.671  -1.321  -1.577  -0.667
H  -1.610  2.728  -1.110  0.365
H  -1.814  1.120  -1.719  0.316
H  -2.558  1.572  -0.121  0.281
H  0.008  1.901  0.571  0.402
H  0.483  1.216  -0.910  0.262
H  -1.011  -0.993  -0.133  0.316
H  -2.032  -0.356  1.860  0.366
H  -0.781  0.678  2.384  0.384
H  -0.657  -1.069  2.368  0.368
H  2.793  -1.310  0.351  0.295
H  1.219  -2.203  -1.993  0.293
H  1.030  -0.484  -1.843  0.171
H  2.582  -1.259  -2.288  0.316

Output
* total charge: +1
* M: 117.2 g mol⁻¹
* calculated total energy: -10416.28552 eV
* energy above the lowest of the compared OMol25 structures with the same formula, charge and spin: 44.1 kcal per mole
* E_LUMO: -3.43 eV

---

Record 4
DFT (ωB97M-V with the def2-TZVPD basis set) results for 4 unconnected molecules or ions with the total composition C3H15NO4 in a non-equilibrium geometry.

Each line ends with the Mulliken charge.
Geometry (Å):
C  -0.913  -0.608  2.191  -1.483
C  -0.534  0.030  0.807  0.754
O  -0.671  -1.074  -0.155  -0.606
C  0.871  0.564  0.604  -0.467
N  1.117  1.117  -0.770  -0.452
H  -0.068  -1.006  2.889  0.250
H  -1.389  0.173  2.826  0.371
H  -1.567  -1.423  2.090  0.421
H  -1.415  0.781  0.360  -0.145
H  -0.698  -0.637  -1.040  0.356
H  1.214  1.164  1.403  0.420
H  1.649  -0.257  0.689  0.209
H  1.866  1.784  -0.841  0.230
H  0.336  1.718  -1.015  0.205
O  -1.770  2.855  -0.527  -0.645
H  -2.349  2.349  -1.119  0.333
H  -2.277  2.922  0.248  0.302
O  1.855  -2.877  0.373  -0.657
H  1.383  -2.428  -0.339  0.318
H  1.244  -2.707  1.141  0.321
O  0.503  -0.671  -3.544  -0.659
H  0.543  -1.577  -3.284  0.306
H  1.072  -0.193  -2.987  0.317

Output
* total charge: 0
* M: 129.2 g mol⁻¹
* calculated total energy: -13033.28464 eV
* energy above the lowest of the compared OMol25 structures with the same formula, charge and spin: 40.4 kcal per mole
* E_LUMO: 0.39 eV